Record 1
Formula: C5H11N3
Source: the Open Molecules 2025 dataset
Level of theory: wB97M-V/def2-TZVPD

Geometry as XYZ:
```
19
Properties=species:S:1:pos:R:3
C 1.617 1.853 -0.175
C 2.236 -1.642 0.034
C 1.420 0.558 0.053
C -2.174 0.815 -0.651
C -0.648 0.049 1.259
N 1.551 -0.652 -0.415
N -1.449 -1.293 -0.397
N -1.709 -0.155 0.385
H 2.319 2.241 -0.808
H 1.211 2.723 0.219
H 2.056 -2.541 -0.415
H 3.034 -1.835 0.843
H -2.594 0.130 -1.274
H -2.733 1.691 -0.196
H -1.318 1.140 -1.081
H -0.135 -0.820 1.575
H -0.743 0.864 1.960
H -0.776 -1.185 -1.224
H -1.164 -1.940 0.308
```

Summary:
spin multiplicity: 1
LUMO level (alpha / beta): 0.18 / 0.10 eV
frontier orbital gap (alpha / beta): 7.31 / 7.16 eV
relative energy (zero: lowest compared OMol25 entry of this formula, charge and spin): 170.6 kcal per mole
HOMO (alpha / beta): -7.127 / -7.065 eV

Here are the natural (NBO) charges for atoms 1 to 4, given in e: atom 1 (C): -0.58, atom 2 (C): -0.15, atom 3 (C): 0.17, atom 4 (C): -0.41

=====

Record 2
Formula: C5H11N3
Source: the Open Molecules 2025 dataset
Level of theory: wB97M-V/def2-TZVPD

Geometry as XYZ:
```
19
Properties=species:S:1:pos:R:3
C -0.374 0.377 -0.021
C -1.654 -0.442 0.119
C -2.877 0.459 0.232
C 2.186 0.324 -0.132
C 0.888 -0.442 -0.100
N 3.266 -0.460 0.088
N 2.330 1.575 -0.316
N 0.987 -1.699 -0.162
H 3.116 -1.452 0.014
H 4.173 -0.067 -0.086
H 1.470 2.099 -0.426
H 0.110 -2.214 -0.151
H -0.434 0.992 -0.925
H -0.279 1.060 0.831
H -1.770 -1.093 -0.753
H -1.588 -1.072 1.010
H -3.781 -0.136 0.329
H -2.973 1.086 -0.652
H -2.797 1.105 1.103
```

Summary:
spin multiplicity: 1
LUMO level: 0.88 eV
frontier orbital gap: 9.94 eV
SMILES: [H]/N=C(N)\C(CCC)=N\[H]
relative energy (zero: lowest compared OMol25 entry of this formula, charge and spin): 3.2 kcal per mole
HOMO: -9.061 eV

Here are the natural (NBO) charges for atoms 1 to 4, given in e: atom 1 (C): -0.48, atom 2 (C): -0.40, atom 3 (C): -0.60, atom 4 (C): 0.37

=====

Record 3
Formula: C5H11N3
Source: the Open Molecules 2025 dataset
Level of theory: wB97M-V/def2-TZVPD

Geometry as XYZ:
```
19
Properties=species:S:1:pos:R:3
C -1.133 2.243 -0.110
C 2.193 -0.467 -1.257
C -1.004 -0.149 0.340
C 0.302 -0.716 0.440
N -2.140 -0.545 1.012
N 0.581 -2.047 0.790
C 1.119 0.086 -0.374
N -1.045 0.854 -0.538
H -3.013 -0.251 0.595
H -2.141 -1.510 1.313
H -0.235 -2.581 1.066
H 1.330 -2.157 1.463
H 1.279 1.133 -0.141
H -0.554 2.844 -0.815
H -0.791 2.419 0.917
H -2.160 2.609 -0.221
H 1.946 -1.470 -1.610
H 2.307 0.186 -2.128
H 3.159 -0.482 -0.742
```

Summary:
spin multiplicity: 1
LUMO level: 0.63 eV
frontier orbital gap: 7.56 eV
SMILES: C/C=C(N)/C(N)=N/C
relative energy (zero: lowest compared OMol25 entry of this formula, charge and spin): 78.8 kcal per mole
HOMO: -6.923 eV

Here are the natural (NBO) charges for atoms 1 to 4, given in e: atom 1 (C): -0.44, atom 2 (C): -0.68, atom 3 (C): 0.42, atom 4 (C): -0.06

=====

Record 4
Formula: C5H11N3
Source: the Open Molecules 2025 dataset
Level of theory: wB97M-V/def2-TZVPD

Geometry as XYZ:
```
19
Properties=species:S:1:pos:R:3
C -1.093 1.398 -0.938
C -1.580 0.446 -1.999
C -0.595 -0.333 0.888
N -1.621 -0.434 1.422
H -0.750 2.354 -1.335
H -1.836 1.651 -0.193
H -0.762 0.125 -2.655
H -2.342 0.914 -2.630
H -2.047 -0.438 -1.559
C 1.201 -1.443 2.236
N 1.535 0.634 -0.648
C 0.833 -0.909 0.851
N 1.784 0.077 0.473
H 2.250 1.323 -0.886
H 0.349 1.054 -0.849
H 0.802 -1.721 0.112
H 1.167 -0.626 2.955
H 0.495 -2.213 2.543
H 2.209 -1.859 2.211
```

Summary:
spin multiplicity: 1
LUMO level (alpha / beta): -0.82 / -0.58 eV
frontier orbital gap (alpha / beta): 7.14 / 7.48 eV
relative energy (zero: lowest compared OMol25 entry of this formula, charge and spin): 119.0 kcal per mole
HOMO (alpha / beta): -7.959 / -8.060 eV

Here are the natural (NBO) charges for atoms 1 to 4, given in e: atom 1 (C): -0.62, atom 2 (C): -0.64, atom 3 (C): 0.26, atom 4 (N): -0.33

=====

Record 5
Formula: C5H11N3
Source: the Open Molecules 2025 dataset
Level of theory: wB97M-V/def2-TZVPD

Geometry as XYZ:
```
19
Properties=species:S:1:pos:R:3
C 1.996 0.921 -1.019
C -0.066 -2.086 -0.013
C -2.315 -0.189 0.602
N 1.249 0.208 0.014
C -0.286 1.343 0.447
C -0.958 0.216 0.134
N -0.017 -0.682 -0.457
N -0.344 2.577 0.528
H 1.860 -0.445 0.506
H 0.575 3.005 0.627
H 2.896 0.362 -1.283
H 1.375 1.097 -1.898
H 2.316 1.889 -0.625
H 0.825 -2.612 -0.363
H -0.949 -2.551 -0.463
H -0.134 -2.195 1.077
H -2.273 -0.947 1.391
H -2.830 0.685 1.010
H -2.921 -0.594 -0.217
```

Summary:
spin multiplicity: 1
LUMO level: 0.81 eV
frontier orbital gap: 6.99 eV
relative energy (zero: lowest compared OMol25 entry of this formula, charge and spin): 118.8 kcal per mole
HOMO: -6.181 eV

Here are the natural (NBO) charges for atoms 1 to 4, given in e: atom 1 (C): -0.43, atom 2 (C): -0.44, atom 3 (C): -0.63, atom 4 (N): -0.42

=====

Record 6
Formula: C5H11N3
Source: the Open Molecules 2025 dataset
Level of theory: wB97M-V/def2-TZVPD

Geometry as XYZ:
```
19
Properties=species:S:1:pos:R:3
C 0.850 1.743 0.380
C 0.597 0.691 -0.581
C 1.418 -0.659 -0.507
C 0.039 -1.219 -0.061
C -1.863 0.431 0.128
H 1.777 1.472 1.551
H -0.528 2.191 0.421
H 1.600 2.679 -0.551
H 0.864 1.145 -1.539
H 1.843 -0.861 -1.493
H 1.271 -1.536 1.740
H 3.443 -1.176 0.187
H -0.263 -2.128 -0.775
H -0.293 -1.388 0.942
H -1.472 1.598 0.441
H -2.935 -1.424 0.055
N 2.180 -0.603 0.707
N -0.775 -0.022 -0.676
N -3.056 -0.304 0.378
```

Summary:
spin multiplicity: 1
LUMO level: -0.74 eV
frontier orbital gap: 8.38 eV
relative energy (zero: lowest compared OMol25 entry of this formula, charge and spin): 352.0 kcal per mole
HOMO: -9.116 eV

Here are the natural (NBO) charges for atoms 1 to 4, given in e: atom 1 (C): -0.57, atom 2 (C): -0.17, atom 3 (C): -0.16, atom 4 (C): -0.21

=====

Copy entry 2 word for word.
Formula: C5H11N3
Source: the Open Molecules 2025 dataset
Level of theory: wB97M-V/def2-TZVPD

Geometry as XYZ:
```
19
Properties=species:S:1:pos:R:3
C -0.374 0.377 -0.021
C -1.654 -0.442 0.119
C -2.877 0.459 0.232
C 2.186 0.324 -0.132
C 0.888 -0.442 -0.100
N 3.266 -0.460 0.088
N 2.330 1.575 -0.316
N 0.987 -1.699 -0.162
H 3.116 -1.452 0.014
H 4.173 -0.067 -0.086
H 1.470 2.099 -0.426
H 0.110 -2.214 -0.151
H -0.434 0.992 -0.925
H -0.279 1.060 0.831
H -1.770 -1.093 -0.753
H -1.588 -1.072 1.010
H -3.781 -0.136 0.329
H -2.973 1.086 -0.652
H -2.797 1.105 1.103
```

Summary:
spin multiplicity: 1
LUMO level: 0.88 eV
frontier orbital gap: 9.94 eV
SMILES: [H]/N=C(N)\C(CCC)=N\[H]
relative energy (zero: lowest compared OMol25 entry of this formula, charge and spin): 3.2 kcal per mole
HOMO: -9.061 eV

Here are the natural (NBO) charges for atoms 1 to 4, given in e: atom 1 (C): -0.48, atom 2 (C): -0.40, atom 3 (C): -0.60, atom 4 (C): 0.37

=====

Which value of spin multiplicity does entry 1 give? 1